[1]
This record from OMol25 describes one molecule with the formula C4H2N4. The level of theory is wB97M-V/def2-TZVPD.

The geometry in XYZ format:
```
10
Properties=species:S:1:pos:R:3:lowdin_charge:R:1
C 2.453 -0.608 -0.276 -0.0194
N 3.695 -0.444 0.372 0.1096
H -3.074 -0.428 0.792 0.1702
N 0.756 1.127 -0.268 0.1144
H -1.042 2.155 0.248 0.1511
C -0.557 1.104 -0.013 -0.0782
N -2.253 -1.027 0.097 0.1113
C 1.015 -0.360 -0.496 -0.4470
N 0.161 -1.214 -0.292 0.1663
C -1.155 -0.306 -0.163 -0.2783
```

Properties
Gap between HOMO and LUMO ... 8.723 eV
Net charge ... 0
Largest force on an atom ... 14.80 eV/A
Structure (SMILES) ... [H]/N=C1\C=NC(C#N)=N1

[2]
This record from OMol25 describes a 8-piece molecular cluster, C50H108F6N6O6S2 overall. The level of theory is wB97M-V/def2-TZVPD.

The geometry in XYZ format:
```
178
Properties=species:S:1:pos:R:3:lowdin_charge:R:1
H -2.608 3.004 3.922 0.1064
H -11.111 -10.066 1.120 0.1155
H -4.099 3.614 4.650 0.1399
H -2.852 5.096 6.011 0.1221
O 1.279 2.200 -2.506 -0.3311
H 1.429 3.253 6.069 0.1319
H 2.756 2.018 -7.347 0.1311
H 1.275 -0.732 9.000 0.1344
F 4.172 -0.316 -2.672 0.0644
H -3.214 0.374 -8.140 0.0851
N -3.344 4.797 2.997 -0.2418
C -1.411 0.864 -9.258 -0.1998
C -7.828 -7.096 0.094 -0.1617
C 3.790 -4.625 1.980 -0.0836
C -0.473 1.125 -8.093 -0.1267
H 1.051 -5.378 2.587 0.1239
F 0.549 0.905 1.173 0.1805
H 5.179 4.717 -4.758 0.0973
H -1.950 1.804 -9.504 0.1207
H -9.950 -10.922 -0.873 0.1379
H 3.358 6.484 -4.906 0.0806
H 1.644 0.028 -8.979 0.1261
H -1.341 4.864 2.610 0.1225
C 1.640 -5.793 1.737 -0.1259
C 1.703 2.059 -7.096 -0.0711
H 4.891 -4.724 1.822 0.1452
H -0.949 0.227 8.389 0.1331
H -0.942 1.791 -7.367 0.1479
H 0.608 2.529 8.438 0.1228
H 5.758 6.430 -4.324 0.1204
H -11.975 -9.009 0.256 0.1424
H 0.641 1.206 5.332 0.0902
H 1.129 5.131 -7.982 0.1257
C 8.686 2.934 -1.803 -0.1375
H -3.191 2.038 0.135 0.0927
C 2.874 0.068 -2.387 -0.6192
H 8.776 2.306 -0.917 0.1189
C 1.696 -4.633 0.698 -0.0783
H -4.649 1.120 0.580 0.0853
N -9.138 -7.723 -0.321 -0.3033
H 0.739 -1.550 6.212 0.1020
H -8.642 -9.088 -1.997 0.1410
C 3.112 -6.011 2.135 -0.1346
H -8.126 -9.592 -0.501 0.1388
H -9.234 -8.510 1.713 0.1294
H 2.058 0.263 5.809 0.1073
O 3.029 2.150 -4.194 -0.3491
H -2.137 6.419 2.297 0.1311
C 5.772 5.098 -2.734 -0.1127
H -10.752 -7.436 -1.613 0.1199
H -0.708 6.169 4.623 0.1337
H 1.565 -5.085 -0.326 0.1405
H 2.956 2.533 5.555 0.1270
H 8.357 5.956 -3.366 0.1307
C 4.364 -0.376 1.592 -0.0784
H -0.789 -0.039 6.588 0.0694
C 0.281 0.158 2.206 -0.6792
H 3.173 -3.645 -1.256 0.1219
C -3.381 4.017 1.711 -0.1435
H 5.087 4.478 -2.130 0.1169
H 0.653 3.249 -5.740 0.1117
C 3.737 -4.211 -0.494 0.0107
H -8.142 -5.001 0.545 0.1092
C -4.509 5.762 3.138 0.0649
C -0.585 0.620 7.413 0.0008
H -10.341 -7.159 1.434 0.1621
H 2.568 -0.453 7.979 0.1504
H -10.433 -6.042 -0.450 0.1437
H 0.902 -3.911 0.840 0.1216
C -2.304 4.766 5.120 -0.1461
H 1.613 3.383 -9.522 0.1333
H 9.695 3.357 -2.033 0.1304
H 8.076 1.072 -2.771 0.1217
H 2.448 -2.002 0.253 0.1259
H -3.580 4.712 0.887 0.1501
H -2.382 6.880 4.645 0.1063
H 1.410 1.426 9.467 0.1366
H 8.141 4.975 -1.250 0.1349
N 0.832 1.840 -8.417 -0.2621
H -8.312 -6.310 1.806 0.1110
C 5.139 5.536 -4.058 -0.2019
O -2.221 0.897 2.318 -0.2802
H 4.793 -3.918 -0.497 0.1130
H 2.729 -2.983 7.871 0.0814
C 3.642 6.032 -3.937 -0.0666
H -7.287 -7.915 0.670 0.1621
H -5.415 3.352 1.709 0.1056
H 3.610 6.820 -3.172 0.0780
C -3.171 3.933 4.201 -0.1091
S 2.683 1.901 -2.786 0.4946
S -1.085 0.822 3.197 0.5147
H 2.959 5.274 -3.584 0.0583
H -6.280 -5.770 2.241 0.0540
H 7.475 5.211 -4.745 0.1061
H 2.784 3.310 8.165 0.1305
H 2.170 3.899 -6.171 0.1075
F 2.133 -0.736 -3.207 0.0930
F 2.618 -0.219 -1.141 0.1386
H -1.483 4.170 5.440 0.0859
C -10.891 -9.255 0.443 -0.1444
C 2.092 -2.884 6.999 -0.0874
C -2.048 5.587 2.962 -0.1073
C -9.958 -6.832 -1.144 0.0260
C -9.917 -8.133 0.960 -0.0492
H -0.898 0.424 -10.115 0.1049
H 3.879 -0.342 2.556 0.0664
C 8.235 2.122 -3.079 -0.1426
O -1.116 -0.152 4.301 -0.3281
C -6.347 -5.416 1.273 -0.0669
C 8.005 5.014 -3.800 0.0111
C -10.204 -9.861 -0.736 -0.1623
H -0.221 3.364 -9.509 0.1319
H 5.273 -2.305 1.513 0.1156
H -3.033 -0.677 -9.610 0.0838
H 3.456 1.755 7.882 0.1200
C -7.744 -5.899 0.969 -0.2646
H 5.310 0.105 1.584 0.0738
C -4.419 2.959 1.667 -0.2581
C 0.704 3.268 -8.953 -0.0846
C 1.619 1.055 -9.360 -0.0072
O 3.657 2.541 -1.864 -0.3663
C 1.467 -0.613 7.941 -0.1558
H 2.591 1.517 -9.386 0.1044
H 3.198 -6.430 3.130 0.1190
H -5.776 -5.712 0.410 0.0848
C 0.635 4.177 -7.757 -0.1204
H -2.040 -0.950 -8.183 0.0646
C 1.356 1.752 8.445 -0.0730
H 2.726 -2.354 6.269 0.0792
H -4.633 5.986 4.179 0.1059
H -4.398 2.218 2.413 0.0826
F 1.380 0.041 2.992 0.0919
C -4.299 2.140 0.369 -0.0799
H -5.421 5.384 2.709 0.1023
F -0.056 -1.097 1.832 0.1045
H -9.286 -6.317 -1.869 0.1277
H 1.506 1.176 -6.533 0.1197
H -7.344 -6.994 -0.908 0.1505
O -0.604 2.156 3.666 -0.3557
H 3.737 0.276 1.008 0.0664
C 2.136 2.416 6.252 -0.1335
H 6.878 3.804 -0.938 0.1279
H -0.172 0.233 -7.634 0.1089
H 2.497 -2.210 1.972 0.1208
C -2.504 -0.178 -8.788 -0.0727
H 6.104 2.336 -2.814 0.1256
N 0.862 0.660 7.471 -0.2531
H -1.032 1.638 7.316 0.1278
H 6.186 5.828 -2.082 0.1210
C 3.053 -2.437 1.069 -0.1315
H -10.922 -9.785 -1.544 0.1106
C 1.002 -1.873 7.232 -0.2396
N 7.039 4.267 -2.960 -0.2547
H 9.032 2.049 -3.826 0.1181
C -8.927 -9.019 -0.966 -0.1297
H -2.332 3.658 1.482 0.1496
C 7.703 4.042 -1.584 -0.1129
C 4.453 -1.775 1.023 -0.2088
C 6.913 2.753 -3.436 -0.0475
H 1.101 1.059 -10.320 0.1107
H -6.389 -4.300 1.509 0.1156
H 0.063 -2.257 7.716 0.1408
N 3.062 -3.920 0.814 -0.2381
C -1.778 6.033 4.386 -0.1039
C 1.464 1.086 6.071 -0.0690
H 1.109 -6.693 1.377 0.1280
C 2.554 2.341 7.705 -0.1568
H 3.748 -3.966 2.827 0.1196
H -0.395 4.445 -7.480 0.1216
H 1.721 -3.829 6.638 0.0779
H -4.235 6.683 2.642 0.1087
H 3.573 -5.233 -0.800 0.1060
H -4.808 2.700 -0.384 0.0662
C 1.301 3.389 -6.582 -0.1473
H 3.730 -6.662 1.501 0.1222
H 8.801 4.364 -4.043 0.0878
H 4.730 -1.765 -0.036 0.1012
H 6.649 2.875 -4.502 0.1393
```

Properties
Gap between HOMO and LUMO ... 9.462 eV
Net charge ... +4
Largest force on an atom ... 3.50 eV/A

[3]
This record from OMol25 describes C32H27N7O11P2SW as an isolated structure. The level of theory is wB97M-V/def2-TZVPD.

The geometry in XYZ format:
```
81
Properties=species:S:1:pos:R:3:lowdin_charge:R:1
O 1.161 0.542 0.481 -0.1719
N 1.007 -1.753 -0.228 -0.1096
P -2.151 -0.113 3.700 0.2419
C -1.649 1.594 -0.745 -0.4065
C -6.061 1.591 -2.273 -0.0749
C -5.508 3.864 -1.579 -0.0817
H -3.038 -5.669 -0.502 0.1147
O -1.878 -0.326 2.183 -0.4249
C -3.755 2.285 -2.072 -0.1514
C -1.484 3.124 -2.751 -0.1835
N 2.338 -1.320 -0.252 0.1144
C -3.352 -3.731 0.071 -0.0202
H 4.492 -1.864 4.112 0.1286
W -0.387 -0.649 0.888 1.7725
C 0.264 4.825 -4.113 -0.0761
O -3.356 -0.750 4.152 -0.2156
C 5.566 2.596 -0.490 -0.0863
C 4.416 3.105 0.113 -0.0680
C -0.635 -3.276 -0.288 -0.2670
H -2.173 0.724 -3.847 0.1435
C 3.403 0.819 -0.006 -0.0913
N 3.362 -3.141 3.030 0.0949
H -3.366 -1.766 0.927 0.1151
H 1.374 -3.716 -0.960 0.1460
O 0.611 -1.349 2.452 -0.4618
H 0.282 2.369 -1.766 0.1307
C -1.205 -4.517 -0.619 0.0286
N -1.450 -2.320 0.251 -0.0448
C -4.176 3.527 -1.550 -0.0393
N 3.771 -5.404 3.114 0.0786
O 1.876 -0.659 4.548 -0.2433
N -1.277 0.276 -0.836 -0.0053
H -4.374 -3.846 0.259 0.1036
P 0.660 -1.299 4.048 0.2733
O -1.118 -1.320 -2.493 0.0584
H 6.289 3.313 -0.810 0.1033
H -5.744 4.854 -1.144 0.1219
O -1.649 2.254 0.286 0.0656
C 5.647 1.279 -0.787 -0.0222
H 0.955 5.276 -4.784 0.0935
H 6.528 0.871 -1.331 0.1352
H 1.850 3.690 -3.088 0.1320
O 4.839 -0.922 -0.928 0.0601
C -6.402 2.896 -1.965 -0.1055
C 4.467 -2.886 3.825 -0.0197
H -3.056 4.131 -3.772 0.1185
C 5.061 -3.950 4.354 -0.0512
O 0.419 -2.785 4.510 -0.1372
O -2.140 1.446 3.986 -0.0625
C -2.547 -4.737 -0.339 -0.0354
O -0.749 -0.577 4.383 -0.2406
H 5.820 -3.805 5.095 0.1082
S 1.364 -4.676 2.235 0.7022
C -0.146 3.135 -2.465 -0.0269
C -1.988 4.080 -3.606 -0.0237
C -4.709 1.287 -2.383 -0.0122
C 4.617 0.361 -0.528 -0.2491
H 2.769 -2.360 2.783 0.0944
H 3.925 -1.297 -0.863 0.0560
C 2.906 -4.429 2.838 -0.7928
H 0.467 -3.458 3.796 -0.0471
H -3.429 4.249 -1.187 0.1352
C -2.296 2.036 -2.193 -0.2615
C 3.337 2.215 0.301 0.0111
N -2.089 0.752 -2.876 0.1521
H -4.337 0.301 -2.732 0.1209
C -2.783 -2.507 0.437 -0.0251
C -1.130 4.950 -4.241 -0.0628
H 4.302 4.138 0.354 0.0936
H -6.812 0.838 -2.518 0.1074
C 4.823 -5.184 3.755 -0.1401
C 2.268 -0.032 0.099 -0.3835
H -0.538 -5.269 -1.052 0.1322
C 0.739 -2.955 -0.530 -0.0867
H -7.421 3.214 -1.913 0.0953
H -1.337 1.820 3.666 0.0665
H -1.459 5.744 -4.876 0.0968
H 5.521 -6.051 3.987 0.1460
C -1.451 -0.206 -2.146 -0.5330
H 2.380 2.660 0.663 0.1294
C 0.727 3.846 -3.255 -0.0800
```

Properties
Gap between HOMO and LUMO (alpha / beta) ... 6.654 / 6.951 eV
Net charge ... 0
Largest force on an atom ... 3.73 eV/A
2S+1 ... 3
⟨S²⟩ ... 2.02

[4]
This record from OMol25 describes C7H9N3 as an isolated structure. The level of theory is wB97M-V/def2-TZVPD.

The geometry in XYZ format:
```
19
Properties=species:S:1:pos:R:3:lowdin_charge:R:1
C -0.976 1.654 -0.050 -0.1686
C -2.735 -0.805 -0.118 -0.2475
H -1.766 2.372 -0.824 0.1994
H 2.871 -2.129 -0.626 0.1610
H -1.338 1.828 1.001 0.1238
H 2.285 -0.933 1.444 0.1557
C 1.457 0.598 -0.160 -0.0878
H -0.201 0.288 -1.770 0.1939
C 0.454 1.655 0.098 -0.1576
C 1.829 -1.727 0.281 -0.1633
H -0.467 -0.535 1.190 0.1702
C -0.445 -0.707 0.106 -0.3634
H 0.766 -2.673 0.707 0.1784
H 0.987 2.562 0.535 0.1135
H 2.663 0.823 -0.131 0.1575
N 0.940 -0.807 -0.522 -0.2327
C -0.969 0.259 -0.834 -0.2625
N -3.840 -0.569 0.428 0.1198
N -1.514 -1.154 -0.755 0.1101
```

Properties
Gap between HOMO and LUMO ... 9.353 eV
Net charge ... 0
Largest force on an atom ... 9.11 eV/A

[5]
This record from OMol25 describes C6H19BeN2Si as an isolated structure. The level of theory is wB97M-V/def2-TZVPD.

The geometry in XYZ format:
```
29
Properties=species:S:1:pos:R:3:lowdin_charge:R:1
H 4.073 0.601 1.461 0.0191
H -2.161 1.279 -0.339 0.0330
H 0.072 -1.175 0.699 0.0323
N 0.234 -0.382 1.331 0.0376
C 0.812 -1.225 -1.986 -0.2514
C 4.613 1.536 -1.688 -0.2140
H 0.651 -1.059 -3.063 0.0658
H 1.923 4.075 -0.259 0.0200
C 2.889 3.801 -0.688 -0.2092
C 1.772 0.907 -0.667 -0.2562
H 1.468 -2.105 -1.883 0.0664
H 1.220 -0.446 1.638 0.0712
N -1.234 1.028 -0.699 0.0256
H -0.995 1.641 -1.504 0.0678
C 4.068 1.677 1.250 -0.2088
H -0.356 -0.530 2.145 0.0454
H -0.262 2.111 1.336 -0.0707
Be -0.015 1.132 0.502 -0.5443
Si 3.275 2.013 -0.414 0.4133
H 3.550 2.186 2.069 0.0210
H -1.289 0.082 -1.125 0.0098
H -0.188 -1.536 -1.623 -0.0025
H 3.626 4.458 -0.213 0.0226
H 4.463 2.049 -2.652 0.0158
H 5.113 2.010 1.268 0.0187
H 5.636 1.773 -1.349 0.0111
C 1.349 -0.074 -1.302 -0.2808
H 2.871 4.049 -1.755 0.0246
H 4.569 0.452 -1.873 0.0166
```

Properties
Gap between HOMO and LUMO (alpha / beta) ... 3.692 / 2.820 eV
Net charge ... -1
Largest force on an atom ... 3.49 eV/A

[6]
This record from OMol25 describes an isolated ion of composition CH2NO2 and charge -1. The level of theory is wB97M-V/def2-TZVPD.

The geometry in XYZ format:
```
6
Properties=species:S:1:pos:R:3:lowdin_charge:R:1
O 0.030 0.703 -1.108 -0.1033
N 0.113 0.577 1.348 -0.0226
C 0.104 -0.163 -0.231 -0.7255
H -0.864 0.788 1.473 -0.0273
O -0.164 -1.369 -0.232 -0.0898
H 0.517 1.488 1.203 -0.0315
```

Properties
Gap between HOMO and LUMO ... 8.441 eV
Net charge ... -1
Largest force on an atom ... 3.14 eV/A
Structure (SMILES) ... NC(=O)[O-]